Record 1
# C2H3F2N

2 unconnected molecules or ions with the total composition C2H3F2N at a distorted geometry (the ωB97M-V functional and the def2-TZVPD basis, the Open Molecules 2025 dataset).

The geometry in ORCA input format:
```
! RIJCOSX wB97M-V def2-TZVPD def2/J DEFGRID3
* xyz 0 1
C 0.961 0.151 0.071
C -1.247 0.168 -0.274
N 1.600 -0.859 0.232
F -1.828 -0.261 0.913
F -1.513 -0.788 -1.089
H 0.916 1.187 0.166
H -1.450 1.168 -0.437
H 2.562 -0.765 0.418
*
```

Results
* energy above the lowest of the compared OMol25 structures with the same formula, charge and spin: 2.817 eV
* HOMO-LUMO gap: 9.302 eV

Atomic partial charges in e from the Mulliken method, atoms 1 to 4: number 1, C, carries -0.06; number 2, C, carries 0.10; number 3, N, carries -0.43; number 4, F, carries -0.26

=====

Record 2
# C2H3F2N

2 unconnected molecules or ions with the total composition C2H3F2N at a distorted geometry (the ωB97M-V functional and the def2-TZVPD basis, the Open Molecules 2025 dataset).

The geometry in ORCA input format:
```
! RIJCOSX wB97M-V def2-TZVPD def2/J DEFGRID3
* xyz 0 1
C 0.286 0.658 -0.454
C -0.206 -0.169 0.617
N 0.571 -0.763 -0.236
F -2.482 -0.717 -0.235
F 1.997 -1.334 0.016
H -0.411 0.925 -1.222
H 0.832 1.542 -0.159
H -0.587 -0.141 1.674
*
```

Results
* energy above the lowest of the compared OMol25 structures with the same formula, charge and spin: 6.989 eV
* HOMO-LUMO gap (alpha / beta): 9.267 / 6.399 eV

Atomic partial charges in e from the Mulliken method, atoms 1 to 4: number 1, C, carries -0.27; number 2, C, carries 0.13; number 3, N, carries -0.01; number 4, F, carries -0.50

=====

Record 3
# C2H3F2N

2 unconnected molecules or ions with the total composition C2H3F2N at a distorted geometry (the ωB97M-V functional and the def2-TZVPD basis, the Open Molecules 2025 dataset).

The geometry in ORCA input format:
```
! RIJCOSX wB97M-V def2-TZVPD def2/J DEFGRID3
* xyz 0 3
C 0.564 -0.177 -0.284
C -0.432 0.853 -0.081
N 1.315 -0.503 0.692
F -1.882 -1.119 0.670
F -1.184 1.316 -1.038
H 0.336 -0.569 -1.362
H -0.621 1.431 0.782
H 1.905 -1.231 0.621
*
```

Results
* energy above the lowest of the compared OMol25 structures with the same formula, charge and spin: 1.988 eV
* HOMO-LUMO gap (alpha / beta): 9.734 / 3.912 eV
* <S²>: 2.017

Atomic partial charges in e from the Mulliken method, atoms 1 to 4: number 1, C, carries 0.16; number 2, C, carries -0.04; number 3, N, carries -0.24; number 4, F, carries -0.62

=====

Record 4
# C2H3F2N3O4

2 unconnected molecules or ions with the total composition C2H3F2N3O4 at a distorted geometry (the ωB97M-V functional and the def2-TZVPD basis, the Open Molecules 2025 dataset).

The geometry in ORCA input format:
```
! RIJCOSX wB97M-V def2-TZVPD def2/J DEFGRID3
* xyz 0 1
C -0.060 -0.071 -0.114
C 1.274 -0.597 -0.323
N 2.710 1.065 0.550
N 1.921 -1.598 0.688
N 1.878 -0.359 -1.656
O 1.538 -1.528 1.827
O 1.147 0.283 -2.348
O 2.724 -2.343 0.197
O 2.991 -0.755 -1.920
F 2.197 2.045 -0.204
F 2.308 1.378 1.792
H -0.119 1.033 -0.011
H -0.665 -0.365 -1.076
H -0.388 -0.384 0.887
*
```

Results
* energy above the lowest of the compared OMol25 structures with the same formula, charge and spin: 5.599 eV
* HOMO-LUMO gap (alpha / beta): 8.962 / 8.749 eV

Atomic partial charges in e from the Mulliken method, atoms 1 to 4: number 1, C, carries -1.01; number 2, C, carries 0.21; number 3, N, carries 0.14; number 4, N, carries 1.04

=====

Record 5
# C2H3F2NO2

C2H3F2NO2 in the gas phase at a distorted geometry (the ωB97M-V functional and the def2-TZVPD basis, the Open Molecules 2025 dataset).

The geometry in ORCA input format:
```
! RIJCOSX wB97M-V def2-TZVPD def2/J DEFGRID3
* xyz 0 1
O 0.732 -0.167 -1.671
C 0.294 0.036 -0.578
N -0.748 -0.691 0.069
O -1.115 -1.913 -0.599
C 0.585 1.129 0.513
F -0.545 1.711 0.953
F 1.130 0.491 1.551
H -0.589 -0.820 1.124
H -1.056 -1.702 -1.589
H 1.312 1.926 0.226
*
```

Results
* energy above the lowest of the compared OMol25 structures with the same formula, charge and spin: 0.759 eV
* HOMO-LUMO gap: 10.757 eV
* structure (SMILES): O=C(NO)C(F)F

Atomic partial charges in e from the Mulliken method, atoms 1 to 4: number 1, O, carries -0.54; number 2, C, carries 0.43; number 3, N, carries -0.15; number 4, O, carries -0.43

=====

Record 6
# C2H3F2NO2

2 unconnected molecules or ions with the total composition C2H3F2NO2 at a distorted geometry (the ωB97M-V functional and the def2-TZVPD basis, the Open Molecules 2025 dataset).

The geometry in ORCA input format:
```
! RIJCOSX wB97M-V def2-TZVPD def2/J DEFGRID3
* xyz 0 1
C 1.650 0.011 0.045
C -0.936 0.577 0.181
N -1.385 -0.687 -0.247
O -1.229 -0.957 -1.426
O -1.526 -1.488 0.629
F -1.198 0.919 1.440
F -0.852 1.664 -0.569
H 1.674 -0.982 0.304
H 1.798 0.178 -0.956
H 2.004 0.764 0.600
*
```

Results
* energy above the lowest of the compared OMol25 structures with the same formula, charge and spin: 5.987 eV
* HOMO-LUMO gap (alpha / beta): 8.881 / 8.130 eV

Atomic partial charges in e from the Mulliken method, atoms 1 to 4: number 1, C, carries -1.05; number 2, C, carries 0.41; number 3, N, carries 0.89; number 4, O, carries -0.52

=====

Record 7
# C2H3F2NO2S

2 unconnected molecules or ions with the total composition C2H3F2NO2S at a distorted geometry (the ωB97M-V functional and the def2-TZVPD basis, the Open Molecules 2025 dataset).

The geometry in ORCA input format:
```
! RIJCOSX wB97M-V def2-TZVPD def2/J DEFGRID3
* xyz 0 1
N 1.068 1.340 -0.134
S -0.371 1.770 0.233
O -0.729 1.590 1.597
O -1.210 2.303 -0.730
H 1.608 0.869 0.677
C -0.758 -0.800 0.026
C -2.044 -0.552 -0.175
F -2.896 -0.642 0.821
F -2.737 -0.238 -1.300
H -0.666 -0.962 1.126
H 0.071 -1.050 -0.547
*
```

Results
* energy above the lowest of the compared OMol25 structures with the same formula, charge and spin: 1.576 eV
* HOMO-LUMO gap: 10.572 eV
* structure (SMILES): N=S(=O)=O.C=C(F)F

Atomic partial charges in e from the Mulliken method, atoms 1 to 4: number 1, N, carries -0.53; number 2, S, carries 1.01; number 3, O, carries -0.43; number 4, O, carries -0.41

=====

Record 8
# C2H3F2O2Si

A molecular structure, C2H3F2O2Si at a distorted geometry (the ωB97M-V functional and the def2-TZVPD basis, the Open Molecules 2025 dataset).

The geometry in ORCA input format:
```
! RIJCOSX wB97M-V def2-TZVPD def2/J DEFGRID3
* xyz -1 3
C 0.016 -0.644 -1.175
C -0.927 0.000 -0.213
O 1.176 -0.251 -0.678
O -0.125 -1.318 -2.161
F -2.291 -1.243 0.377
F -1.732 0.906 -0.784
Si 0.784 0.473 0.844
H 0.515 -0.549 1.856
H 2.241 0.740 1.122
H 0.343 1.886 0.812
*
```

Results
* energy above the lowest of the compared OMol25 structures with the same formula, charge and spin: 3.405 eV
* HOMO-LUMO gap (alpha / beta): 6.231 / 7.479 eV
* <S²>: 2.009

Atomic partial charges in e from the Mulliken method, atoms 1 to 4: number 1, C, carries 0.40; number 2, C, carries 0.41; number 3, O, carries -0.37; number 4, O, carries -0.60